(1)
# C4H9NO2

C4H9NO2 as an isolated structure in a non-equilibrium geometry (ωB97M-V/def2-TZVPD, OMol25).

Each line ends with the Mulliken spin population.
Element x y z (Å)
C 0.0735 2.4607 0.8238  0.00
C 0.8814 1.4490 -1.1884  0.00
N -0.0956 1.6313 -0.3842  0.03
H 0.5435 1.8083 1.5585  0.00
H -0.9111 2.6905 1.2206  0.00
H 0.7345 3.3108 0.6781  0.00
H 1.6525 2.2000 -1.3540  0.00
H 1.0599 0.4016 -1.4252  0.00
H -0.6751 0.5307 -0.0628  0.00
O -1.1627 -0.6399 -0.2334  0.06
C -0.1995 -1.3287 0.2053  -0.03
O 0.7741 -0.9643 0.8828  0.79
C -0.2395 -2.8334 -0.1941  0.14
H 0.4817 -3.3631 0.4187  0.00
H -1.2655 -3.1190 0.0136  0.01
H -0.0412 -2.9621 -1.2494  0.00

## Properties
- ⟨S²⟩ = 0.756
- gap between HOMO and LUMO (alpha / beta) (eV) = 10.9 / 6.7
- total energy (eV) = -9868.6114
- energy above the lowest of the compared OMol25 structures with the same formula, charge and spin (eV) = 2.591
- charge = +1
- spin multiplicity = 2

---

(2)
# C4H9NO2

An isolated ion of composition C4H9NO2 and charge +1 in a non-equilibrium geometry (ωB97M-V/def2-TZVPD, OMol25).

Each line ends with the Mulliken spin population.
Element x y z (Å)
O -1.2446 -1.7294 -1.4252  0.05
C -0.3713 -1.7021 -0.6236  0.02
O 0.3877 -2.7231 -0.2269  0.02
C -0.0082 -0.4397 0.1789  0.00
C -0.3972 0.8808 -0.5365  0.11
C -0.3949 2.0779 0.4129  0.01
N 1.3527 -0.4233 0.5551  0.82
H 0.0776 -3.5574 -0.6320  0.00
H -0.6084 -0.4957 1.0848  0.00
H -1.4341 0.6738 -0.7961  0.02
H 0.1425 1.0874 -1.4528  0.00
H -1.1342 1.9053 1.2086  0.00
H 0.5401 2.2304 0.9406  -0.01
H -0.6694 3.0031 -0.0728  0.00
H 2.1030 -0.5954 -0.1136  -0.03
H 1.6587 -0.1927 1.4984  -0.02

## Properties
- ⟨S²⟩ = 0.755
- gap between HOMO and LUMO (alpha / beta) (eV) = 11.9 / 7.1
- total energy (eV) = -9870.4889
- energy above the lowest of the compared OMol25 structures with the same formula, charge and spin (eV) = 0.713
- charge = +1
- spin multiplicity = 2